{
  "formula": "C65H53NO22S2",
  "method": "ωB97M-V with the def2-TZVPD basis set",
  "elements": ["S", "S", "O", "O", "O", "O", "O", "O", "O", "O", "O", "O", "O", "O", "O", "O", "O", "O", "O", "O", "O", "O", "O", "O", "N", "C", "C", "C", "C", "C", "C", "C", "C", "C", "C", "C", "C", "C", "C", "C", "C", "C", "C", "C", "C", "C", "C", "C", "C", "C", "C", "C", "C", "C", "C", "C", "C", "C", "C", "C", "C", "C", "C", "C", "C", "C", "C", "C", "C", "C", "C", "C", "C", "C", "C", "C", "C", "C", "C", "C", "C", "C", "C", "C", "C", "C", "C", "C", "C", "C", "H", "H", "H", "H", "H", "H", "H", "H", "H", "H", "H", "H", "H", "H", "H", "H", "H", "H", "H", "H", "H", "H", "H", "H", "H", "H", "H", "H", "H", "H", "H", "H", "H", "H", "H", "H", "H", "H", "H", "H", "H", "H", "H", "H", "H", "H", "H", "H", "H", "H", "H", "H", "H"],
  "xyz": [[0.85, -5.20, 3.06], [1.66, -3.08, 5.08], [5.33, -2.90, 4.01], [-2.49, 4.91, -9.62], [3.92, -6.07, 7.12], [4.38, -1.10, 3.20], [-5.98, 3.71, 3.64], [5.34, 4.57, -8.64], [2.19, -12.40, 7.94], [4.54, -1.37, 5.43], [2.77, -8.71, 4.17], [-0.46, 2.81, -5.87], [1.33, 3.52, -13.01], [-1.28, 5.39, -0.54], [-5.57, -3.91, 5.04], [-10.62, 2.33, 1.48], [2.96, 1.56, -2.02], [-3.18, 5.68, -3.26], [-7.55, -0.90, 1.15], [-4.19, 1.26, 1.06], [6.99, -2.77, 9.89], [0.88, 6.78, -6.49], [-0.98, -0.21, 2.78], [3.45, 9.16, -10.51], [-0.54, -3.00, 3.54], [-9.55, 2.65, 1.98], [2.18, 1.84, -2.90], [3.24, -9.39, 6.38], [1.87, -10.80, 4.79], [-2.36, 5.75, -5.47], [2.57, 1.78, -4.33], [3.89, 8.11, -10.08], [0.33, 2.53, -4.99], [-1.33, 6.02, -6.27], [5.47, -4.57, 9.93], [-1.95, 4.44, -0.18], [-9.42, 3.87, 2.81], [-7.04, 3.39, 3.15], [-0.05, 6.53, -5.74], [-0.58, -2.65, 2.11], [-2.13, 2.39, 1.16], [4.72, -1.72, 4.37], [4.91, 5.62, -9.07], [-7.98, -2.38, 2.94], [4.63, -5.32, 7.76], [-8.26, 4.21, 3.35], [5.44, -4.28, 7.08], [3.10, -10.31, 7.32], [0.61, -3.66, 3.94], [0.76, 4.17, -10.82], [4.87, -1.85, 2.09], [0.79, 2.28, -2.59], [3.70, -5.27, 3.60], [2.64, -9.56, 5.04], [6.21, -3.45, 7.78], [-4.08, 3.22, -0.24], [-5.63, -1.68, 2.28], [1.72, -11.73, 5.73], [6.29, -3.52, 9.26], [0.45, 3.84, -12.24], [3.88, -4.29, 2.43], [-7.17, 2.17, 2.32], [-2.25, 5.94, -4.00], [2.34, -6.04, 3.67], [3.62, 6.17, -8.59], [-0.97, 3.91, -12.66], [-6.03, -3.22, 4.15], [-7.09, -1.59, 2.05], [-0.96, 6.45, -3.47], [-7.49, -3.14, 3.91], [-1.62, 4.59, -10.40], [3.14, 7.33, -9.06], [5.05, -3.28, 2.66], [-8.34, 1.82, 1.78], [-1.40, 3.43, 0.75], [-0.31, -0.60, 3.98], [-5.14, -2.44, 3.26], [-0.20, 4.52, -9.97], [5.18, 7.56, -10.56], [-0.06, 2.59, -3.56], [-1.93, 4.26, -11.81], [-3.52, 2.21, 0.69], [0.06, 6.72, -4.28], [-3.35, 4.26, -0.65], [4.70, -5.40, 9.24], [2.33, -11.55, 7.08], [5.65, 6.40, -10.09], [1.71, 2.09, -5.30], [-0.83, -1.14, 1.73], [-0.98, -1.93, 4.43], [-0.90, 6.58, -2.40], [-1.69, -1.09, 1.05], [-8.12, -3.72, 4.57], [-8.14, 5.10, 3.96], [3.80, -8.47, 6.54], [3.58, 1.46, -4.54], [-5.00, -1.10, 1.63], [-0.38, 3.58, 1.08], [0.03, -0.81, 1.12], [3.09, 5.59, -7.85], [1.98, 2.05, -6.35], [-1.08, 2.91, -3.35], [-3.74, 5.00, -1.32], [-0.88, -2.14, 5.49], [4.10, -6.16, 9.71], [6.00, -3.64, 2.25], [-4.08, -2.52, 3.45], [-5.10, 3.07, -0.57], [2.46, -6.95, 3.08], [4.35, -1.71, 1.13], [1.43, -10.91, 3.80], [5.36, -4.24, 6.00], [-2.06, -1.79, 4.24], [3.87, -4.82, 4.58], [6.81, -2.68, 7.30], [-6.27, 1.58, 2.18], [-2.97, 4.32, -12.10], [3.00, -3.67, 2.21], [3.53, -10.20, 8.31], [1.80, 4.11, -10.53], [4.18, -4.84, 1.52], [5.71, 8.14, -11.30], [2.20, 7.74, -8.72], [1.16, -12.64, 5.57], [-3.30, 5.37, -5.84], [4.49, -6.04, 3.50], [0.01, 4.76, -8.93], [-1.39, 5.88, -7.35], [-10.32, 4.46, 2.95], [-0.44, 0.14, 4.77], [1.01, 7.10, -3.91], [5.54, -4.61, 11.01], [-9.05, -2.30, 2.75], [0.35, -2.97, 1.62], [0.75, -0.74, 3.72], [6.59, 5.99, -10.42], [5.91, -1.48, 2.00], [-1.17, 3.67, -13.70], [-1.74, 1.64, 1.84], [2.15, -6.39, 4.69], [0.53, 2.32, -1.54], [-1.37, -3.25, 1.63], [-8.45, 0.94, 1.17]],
  "multiplicity": 1,
  "smiles": "O=C1OC[C@H](CCCSC(=S)N2CCOCC2)O1.O=C1C=CC(=O)C=C1.O=C1C=CC(=O)C=C1.O=C1C=CC(=O)C=C1.O=C1C=CC(=O)C=C1.O=C1C=CC(=O)C=C1.O=C1C=CC(=O)C=C1.O=C1C=CC(=O)C=C1.O=C1C=CC(=O)C=C1.O=C1C=CC(=O)C=C1",
  "relative_energy_kj_mol": 0.0,
  "e_tot_ha": -5014.76361,
  "orbital_gap_ev": 6.5981,
  "max_force_ha_per_bohr": 0.127
}



{
  "formula": "C65H56Cl2MnN3O3S3Si2",
  "method": "ωB97M-V with the def2-TZVPD basis set",
  "elements": ["Mn", "Cl", "Cl", "S", "S", "S", "Si", "Si", "O", "O", "O", "N", "N", "N", "C", "C", "C", "C", "C", "C", "C", "C", "C", "C", "C", "C", "C", "C", "C", "C", "C", "C", "C", "C", "C", "C", "C", "C", "C", "C", "C", "C", "C", "C", "C", "C", "C", "C", "C", "C", "C", "C", "C", "C", "C", "C", "C", "C", "C", "C", "C", "C", "C", "C", "C", "C", "C", "C", "C", "C", "C", "C", "C", "C", "C", "C", "C", "C", "C", "H", "H", "H", "H", "H", "H", "H", "H", "H", "H", "H", "H", "H", "H", "H", "H", "H", "H", "H", "H", "H", "H", "H", "H", "H", "H", "H", "H", "H", "H", "H", "H", "H", "H", "H", "H", "H", "H", "H", "H", "H", "H", "H", "H", "H", "H", "H", "H", "H", "H", "H", "H", "H", "H", "H", "H"],
  "xyz": [[-0.33, -0.25, -0.49], [-5.40, -2.68, 2.16], [-6.03, 2.51, 3.58], [-2.82, -1.45, -5.67], [5.23, 4.07, 1.18], [2.99, -2.08, 0.63], [-1.26, -0.77, 4.42], [-1.31, -2.55, -0.67], [1.76, -1.62, -0.10], [-1.58, 1.35, -0.40], [-0.71, 3.05, 0.77], [1.41, 1.13, -0.67], [0.08, -0.23, -2.57], [-4.90, 0.26, 1.94], [-1.11, -3.82, 0.70], [2.36, -3.19, 1.89], [-5.65, 3.17, -0.99], [4.87, 2.33, 4.34], [-7.73, -0.86, 4.84], [-0.92, -0.74, 2.62], [-3.17, -2.33, -0.94], [3.51, -0.77, 1.72], [1.07, -0.46, -5.15], [-0.09, -2.00, 5.21], [-4.42, 3.12, -0.36], [-5.36, -3.32, -1.24], [-0.33, -4.97, 0.54], [-1.46, -4.01, -3.17], [3.27, 1.53, -2.14], [2.79, 4.25, 1.90], [-5.07, -0.96, -1.58], [-0.66, -0.72, -3.54], [-1.68, -4.60, 2.93], [-0.76, -2.07, -7.04], [-3.05, -2.30, -7.13], [-5.16, 1.28, 0.97], [3.51, 5.16, 2.72], [3.18, 0.64, -4.40], [-0.97, 0.95, 5.11], [-6.40, 1.33, 0.35], [2.03, 0.96, -1.85], [-3.04, -1.29, 4.69], [-0.95, -4.63, -4.31], [3.05, 0.88, 3.38], [1.32, 0.24, -2.87], [-7.09, -1.83, 4.08], [1.87, 0.12, -4.15], [-4.02, -3.44, -0.93], [3.16, 2.61, 0.01], [3.83, 2.37, -1.16], [2.60, -0.13, 2.55], [-5.85, -0.11, 2.87], [-0.88, -5.73, 2.75], [-3.72, -1.08, -1.26], [-0.22, -0.86, -4.87], [4.85, -0.41, 1.71], [4.84, 5.16, 2.45], [3.59, 3.58, 1.02], [0.76, -3.46, -2.48], [-7.42, 0.47, 4.64], [5.28, 0.60, 2.55], [-6.18, -1.45, 3.11], [-6.66, 2.29, -0.62], [-6.48, 0.84, 3.69], [1.94, 1.92, 0.22], [-0.21, -5.91, 1.55], [-0.62, -3.41, -2.23], [-4.16, 2.19, 0.64], [1.27, -4.08, -3.61], [-5.89, -2.08, -1.58], [3.85, 1.32, -3.44], [-1.78, -3.66, 1.91], [0.41, -4.67, -4.53], [4.40, 1.25, 3.40], [-1.87, -2.56, -7.76], [-1.11, -1.44, -5.87], [-2.86, 2.24, 1.39], [-0.67, -0.67, 1.43], [-1.61, 2.26, 0.52], [-0.30, -2.13, 6.27], [4.83, 1.73, -3.64], [-3.11, -0.18, -1.23], [-7.16, 0.62, 0.63], [1.51, -2.71, 2.37], [-7.30, -2.88, 4.21], [6.33, 0.90, 2.54], [5.75, 2.84, 3.94], [4.10, 3.07, 4.51], [5.54, -0.90, 1.04], [-8.46, -1.15, 5.58], [-0.18, -2.98, 4.72], [0.95, -1.67, 5.10], [-4.40, -0.53, 1.54], [-6.94, -1.98, -1.82], [-0.24, 1.48, 4.51], [-2.53, -3.98, -3.03], [-3.71, -0.53, 4.29], [1.71, 4.13, 1.92], [3.61, 0.51, -5.38], [-1.80, -3.09, -8.70], [-5.83, 3.91, -1.76], [-5.48, 0.02, -1.81], [-3.26, -1.40, 5.76], [0.27, -2.21, -7.35], [-7.63, 2.33, -1.10], [3.06, 5.79, 3.47], [0.19, -5.14, -0.40], [-1.65, -1.06, -3.26], [-3.27, -2.23, 4.20], [1.55, -0.39, 2.51], [-3.62, -4.41, -0.66], [-2.40, -2.79, 2.07], [-0.79, -6.46, 3.54], [-3.64, 3.82, -0.64], [-2.84, 3.11, 2.04], [1.46, -0.54, -6.16], [0.81, -5.15, -5.41], [5.15, 1.89, 5.30], [-1.63, -5.08, -5.02], [-1.89, 1.54, 5.08], [-6.00, -4.19, -1.22], [-2.22, -4.46, 3.86], [-4.05, -2.55, -7.45], [2.02, -4.09, 1.38], [5.62, 5.74, 2.92], [3.14, -3.42, 2.60], [2.35, 1.40, 4.02], [-2.76, 1.35, 2.02], [2.34, -4.10, -3.77], [4.77, 2.88, -1.37], [-7.88, 1.25, 5.23], [0.40, -6.79, 1.40], [-0.63, 0.92, 6.14], [1.38, 2.05, 1.14], [1.44, -2.98, -1.78]],
  "multiplicity": 5,
  "relative_energy_kj_mol": 0.0,
  "e_tot_ha": -6745.58880,
  "orbital_gap_ev": [7.0137, 6.6824],
  "max_force_ha_per_bohr": 0.007
}



{
  "formula": "C65H57ClF5N10O17",
  "method": "ωB97M-V with the def2-TZVPD basis set",
  "elements": ["Cl", "F", "F", "F", "F", "F", "O", "O", "O", "O", "O", "O", "O", "O", "O", "O", "O", "O", "O", "O", "O", "O", "O", "N", "N", "N", "N", "N", "N", "N", "N", "N", "N", "C", "C", "C", "C", "C", "C", "C", "C", "C", "C", "C", "C", "C", "C", "C", "C", "C", "C", "C", "C", "C", "C", "C", "C", "C", "C", "C", "C", "C", "C", "C", "C", "C", "C", "C", "C", "C", "C", "C", "C", "C", "C", "C", "C", "C", "C", "C", "C", "C", "C", "C", "C", "C", "C", "C", "C", "C", "C", "C", "C", "C", "C", "C", "C", "C", "H", "H", "H", "H", "H", "H", "H", "H", "H", "H", "H", "H", "H", "H", "H", "H", "H", "H", "H", "H", "H", "H", "H", "H", "H", "H", "H", "H", "H", "H", "H", "H", "H", "H", "H", "H", "H", "H", "H", "H", "H", "H", "H", "H", "H", "H", "H", "H", "H", "H", "H", "H", "H", "H", "H", "H", "H"],
  "xyz": [[0.01, 5.10, 3.05], [0.16, 4.30, -3.55], [1.22, 6.04, -2.32], [6.31, 2.90, 0.49], [6.73, 1.68, -1.53], [6.36, 4.05, -1.61], [4.93, -1.74, -2.66], [-8.84, -2.48, 6.80], [-5.66, 4.32, 0.73], [8.01, -5.47, -1.90], [1.13, -7.14, 2.58], [-4.31, 0.40, 4.01], [7.47, 11.18, -2.93], [-4.29, -0.75, 2.14], [-0.15, -5.47, -9.11], [7.99, -4.32, -0.03], [-8.37, 1.04, 0.68], [7.88, 10.90, -5.06], [-7.46, -0.68, -0.32], [-8.86, -4.60, 7.36], [0.30, -6.00, -7.03], [0.94, -5.27, 1.45], [5.30, -2.92, -4.47], [-2.14, 5.03, 1.04], [-4.84, -0.35, 3.18], [5.68, -2.32, -3.45], [-3.28, 5.02, 0.32], [0.92, -5.92, 2.50], [-8.42, -3.45, 7.45], [-8.38, 0.13, -0.16], [7.62, 10.47, -3.93], [0.52, -5.37, -8.07], [7.46, -5.07, -0.85], [-3.59, 4.93, -1.14], [4.18, -6.87, -1.20], [8.02, -2.90, -4.07], [-8.78, -1.72, 3.99], [3.88, -2.76, -8.11], [-2.26, 4.77, -2.15], [-11.77, 0.74, -1.67], [7.12, -2.29, -3.17], [5.47, -6.42, -1.48], [-6.78, -1.93, 8.53], [-5.70, -4.07, 9.97], [4.14, -5.55, 0.83], [-6.20, -0.81, 3.45], [7.14, 8.49, -2.51], [-8.12, -2.15, 2.83], [9.86, -2.20, -2.66], [-7.31, -3.22, 8.38], [-5.17, -2.79, 10.12], [1.43, 6.35, 0.82], [1.06, 2.04, -1.14], [5.92, 2.78, -0.96], [-6.83, -1.69, 2.56], [0.13, -3.12, 4.89], [1.67, -4.46, -8.08], [0.14, -3.80, 6.11], [0.39, -5.17, 6.15], [7.01, 7.11, -2.35], [-0.85, 4.79, -1.30], [3.72, 1.07, -0.60], [0.55, 5.00, 1.25], [-6.87, -0.37, 4.60], [2.48, -4.35, -6.94], [7.52, 6.79, -4.70], [-5.71, -1.72, 9.40], [-10.78, -1.20, -2.73], [-5.39, 2.89, 0.89], [-10.63, 0.89, -0.87], [8.97, -1.61, -1.77], [-4.55, 5.17, 1.19], [3.24, 3.75, -1.57], [7.21, 6.26, -3.44], [-8.16, -0.83, 4.87], [-9.57, -0.01, -1.01], [4.29, 2.55, -1.06], [0.64, -5.87, 4.97], [3.59, -3.50, -6.96], [0.56, 4.69, -2.15], [2.08, 0.85, -0.66], [0.38, -3.81, 3.70], [3.06, -2.86, -9.24], [1.76, 7.34, 2.08], [-0.84, 4.94, 0.32], [7.59, -1.65, -2.02], [0.64, -5.19, 3.75], [9.39, -2.85, -3.81], [-9.64, -1.06, -1.94], [-6.77, -4.29, 9.10], [1.96, -3.71, -9.23], [3.52, -6.44, -0.05], [-11.84, -0.30, -2.59], [6.10, -5.53, -0.58], [7.65, 8.17, -4.87], [1.59, 3.53, -1.63], [5.43, -5.09, 0.57], [7.46, 9.02, -3.77], [7.66, -3.41, -4.96], [1.33, -3.79, -10.12], [0.83, 7.01, 0.03], [0.83, -6.94, 5.02], [-8.68, -0.50, 5.76], [0.78, 7.93, 2.41], [3.29, -2.28, -10.13], [2.51, -6.80, 0.17], [-7.19, -1.08, 7.98], [-2.36, 4.66, -3.31], [-0.10, 1.84, -1.19], [1.57, -0.18, -0.36], [-5.52, 2.48, 1.99], [5.97, -6.76, -2.38], [-4.69, 4.97, -1.60], [6.77, 6.69, -1.38], [10.93, -2.16, -2.47], [-9.79, -2.08, 4.20], [-5.27, -4.90, 10.53], [2.27, -4.92, -6.04], [-12.73, -0.42, -3.21], [-5.30, -0.72, 9.53], [-8.82, -1.76, -2.06], [6.91, -1.18, -1.31], [-12.60, 1.44, -1.57], [-7.17, -5.30, 9.00], [2.48, 8.19, 1.66], [7.12, 5.19, -3.31], [-10.59, 1.71, -0.16], [6.99, 9.14, -1.65], [4.38, 0.18, -0.22], [-8.61, -2.84, 2.15], [0.40, -5.69, 7.10], [2.29, 6.80, 2.99], [-6.33, -2.04, 1.66], [1.19, 4.03, 1.16], [-4.84, 6.31, 1.31], [4.23, -3.41, -6.09], [-0.07, -2.05, 4.86], [-4.33, -2.62, 10.79], [-6.40, 0.32, 5.30], [-0.04, -3.25, 7.03], [2.48, 6.01, 0.38], [-6.21, 2.32, 0.24], [3.69, -7.56, -1.88], [3.62, -5.22, 1.73], [5.90, -4.41, 1.27], [-4.29, 4.80, 2.30], [7.89, 8.56, -5.85], [-10.84, -2.01, -3.45], [3.75, 4.78, -1.88], [0.37, -3.27, 2.76], [-4.35, 2.60, 0.41], [9.34, -1.11, -0.88], [10.09, -3.31, -4.50], [4.74, -2.10, -8.13], [7.67, 6.12, -5.54]],
  "multiplicity": 1,
  "e_tot_ha": -5295.59461,
  "orbital_gap_ev": 5.6402,
  "charge": 1,
  "max_force_ha_per_bohr": 0.115
}